a) The following is a DFT calculation (wB97M-V/def2-TZVPD) of C3H8P2 as an isolated structure.

Each line ends with the Löwdin charge.
CARTESIAN COORDINATES (ANGSTROEM)
P1 -2.02896 -0.50671 0.01208  0.33
P2 -3.65113 0.80073 -0.12274  0.14
C1 0.97550 1.22207 0.20092  -0.12
C2 0.20147 -1.12196 0.01362  -0.27
C3 1.02669 -0.06466 -0.68350  -0.37
H1 2.11154 -0.42910 -0.61566  0.12
H2 0.79044 0.02489 -1.75296  0.10
H3 0.45208 -0.96187 1.07322  0.05
H4 -2.54346 -1.14796 1.06952  -0.22
H5 0.15980 -2.26491 -0.27708  0.09
H6 -0.19704 1.30175 0.40942  0.05
H7 1.30270 2.01065 -0.46918  0.07
H8 1.40038 1.13709 1.14234  0.04

* HOMO level (spin up / spin down): -0.2623 / -0.2716 Eh
* gap between HOMO and LUMO (spin up / spin down): 6.24 / 6.39 eV
* M: 106.04 g mol⁻¹

***

b) The following is a DFT calculation (wB97M-V/def2-TZVPD) of one molecule with the formula C3H8P2.

Each line ends with the Löwdin charge.
CARTESIAN COORDINATES (ANGSTROEM)
P1 0.62246 -0.77432 -0.08557  0.61
P2 -1.05241 0.48806 0.48571  0.66
C1 -0.05963 -2.29734 -0.93111  -0.40
C2 0.10478 1.73818 1.73998  -0.33
C3 -0.01024 0.69806 -1.01386  -0.72
H1 -0.38477 2.72073 1.85316  0.00
H2 -0.39594 0.47838 -2.06725  0.05
H3 0.04545 1.43089 2.85143  0.03
H4 0.63153 -2.50051 -1.77646  0.02
H5 -1.11105 -2.09331 -1.31385  0.04
H6 1.21434 1.70138 1.63064  0.01
H7 -0.19463 -3.19308 -0.32960  0.01
H8 0.59012 1.60289 -1.04322  0.01

* HOMO level: -0.3205 Eh
* SMILES string: CP1#P(C)C1
* gap between HOMO and LUMO: 9.74 eV
* M: 106.04 g mol⁻¹

***

Stability summary - winner: b); margin: 0.1148 hartree.

***

a) The following is a DFT calculation (wB97M-V/def2-TZVPD) of a 11-piece molecular cluster, C2H23O12 overall.

Each line ends with the Löwdin charge.
CARTESIAN COORDINATES (ANGSTROEM)
O1 -0.36623 -0.13571 1.35741  -0.08
O2 3.34927 -2.39582 0.85742  -0.07
O3 1.39994 1.50638 3.06796  -0.06
O4 1.18316 -0.90373 -0.02696  0.00
O5 -0.41407 5.10649 -0.55068  -0.06
O6 0.69450 3.70469 -2.72377  -0.05
O7 -1.89830 -2.63157 0.16742  -0.02
O8 -0.74111 0.27706 -4.65248  -0.06
O9 -1.52154 -1.71397 3.29714  -0.07
O10 1.44387 -2.32380 3.06050  -0.04
O11 -3.17876 0.07716 1.01624  -0.06
O12 0.50309 -2.20985 -2.59815  -0.04
C1 -0.25476 0.67612 -0.85335  -0.01
C2 0.29001 -0.14291 0.29028  -0.74
H1 -1.17049 0.23652 -1.24867  0.08
H2 1.18063 2.31408 2.60346  0.02
H3 0.09827 -3.07257 -2.50829  0.03
H4 -1.24084 0.85301 -4.07387  0.02
H5 3.22123 -3.20372 1.35454  0.02
H6 1.23938 2.99852 -2.37641  0.03
H7 -1.71971 -2.90151 -0.73340  0.02
H8 -0.55621 1.69400 -0.60607  0.07
H9 -1.29987 -1.00740 2.69062  -0.03
H10 2.46692 -2.04379 0.74016  -0.04
H11 -3.13879 0.84897 1.58099  0.03
H12 1.20247 4.06419 -3.45106  0.04
H13 1.28340 -1.83695 2.25214  0.00
H14 -1.33558 4.84817 -0.56861  0.03
H15 -0.37584 -0.38943 -4.07060  0.00
H16 0.06730 4.27919 -0.56018  0.00
H17 0.45772 0.75151 -1.67481  0.07
H18 0.81889 0.84655 2.68948  -0.01
H19 0.57147 -1.88226 -1.70136  -0.01
H20 -1.15273 -2.08031 0.40504  0.00
H21 -2.26614 -0.10219 0.78999  -0.04
H22 1.99031 -1.74069 3.58739  0.05
H23 -0.83072 -2.36436 3.17069  0.00

* HOMO level: -0.2656 Eh
* gap between HOMO and LUMO: 9.77 eV
* M: 239.19 g mol⁻¹
* total charge: -1

***

b) The following is a DFT calculation (wB97M-V/def2-TZVPD) of a 11-piece molecular cluster, C2H23O12 overall.

Each line ends with the Löwdin charge.
CARTESIAN COORDINATES (ANGSTROEM)
O1 -17.44109 13.96690 -30.02022  -0.05
O2 -12.07360 20.76967 -24.58234  -0.05
O3 -13.94849 15.72267 -31.16936  -0.06
O4 -14.30157 18.83794 -29.09558  -0.13
O5 -13.70894 24.50905 -26.68282  -0.06
O6 -14.88284 20.91709 -33.51206  -0.06
O7 -9.93155 18.62165 -29.75673  -0.05
O8 -15.50600 20.33161 -27.89798  -0.12
O9 -10.98461 15.39578 -27.87604  -0.06
O10 -12.56976 23.17925 -30.43067  -0.06
O11 -19.22902 22.72080 -27.40751  -0.06
O12 -18.90645 20.77860 -23.39123  -0.06
C1 -15.17730 19.17008 -28.25378  -0.78
C2 -15.45253 17.95338 -27.35183  -0.06
H1 -11.54231 15.98087 -27.36332  0.03
H2 -10.85715 18.82964 -29.88418  0.03
H3 -9.47308 19.16449 -30.39810  0.03
H4 -17.86705 13.50084 -30.73965  0.02
H5 -16.35313 17.90099 -26.74004  0.05
H6 -10.39359 15.98131 -28.34941  0.02
H7 -12.73598 20.72000 -23.89313  0.03
H8 -18.61277 20.65835 -24.29430  0.03
H9 -15.23558 20.02891 -33.45771  0.03
H10 -12.93144 22.38624 -30.03501  0.03
H11 -12.40405 21.43566 -25.18524  0.03
H12 -16.54160 14.09959 -30.31945  0.02
H13 -14.22873 23.87949 -27.18254  0.03
H14 -14.34467 24.95394 -26.12233  0.03
H15 -19.43725 23.35927 -28.08959  0.02
H16 -12.39672 23.75978 -29.68954  0.02
H17 -18.30803 22.50499 -27.55390  0.03
H18 -15.56639 17.05154 -27.95332  0.05
H19 -14.58726 17.74367 -26.72301  0.06
H20 -13.99802 16.59370 -30.77557  0.01
H21 -14.60969 21.12196 -32.61783  0.03
H22 -18.31745 21.44309 -23.03380  0.02
H23 -13.04713 15.44018 -31.01450  0.02

* HOMO level: -0.1837 Eh
* gap between HOMO and LUMO: 7.33 eV
* M: 239.19 g mol⁻¹
* total charge: -1

***

Stability summary - winner: a); margin: 0.0605 hartree.

***

a) The following is a DFT calculation (wB97M-V/def2-TZVPD) of a 4-piece molecular cluster, C3H15N2O2 overall.

Each line ends with the Löwdin charge.
CARTESIAN COORDINATES (ANGSTROEM)
O1 -0.64215 2.03322 1.94956  -0.06
O2 -1.97572 3.90068 4.09686  -0.04
N1 0.62575 -2.98764 -1.32636  0.01
N2 -0.69487 0.77662 -2.53561  -0.01
C1 1.78345 -0.77452 -0.85429  0.15
C2 0.49729 -0.66457 -0.11327  -0.07
C3 0.87588 -2.21611 -0.12699  -0.28
H1 -1.49791 0.90713 -3.23480  0.07
H2 1.09977 -3.91157 -1.43170  0.13
H3 1.81436 -1.05124 -1.92438  0.12
H4 -1.86996 3.00192 4.46259  0.05
H5 -0.29774 2.82422 1.50139  0.06
H6 2.81074 -0.58266 -0.45237  0.14
H7 -0.05437 1.61425 -2.75727  0.07
H8 -0.20275 0.07381 -3.01855  -0.03
H9 1.74558 -2.55412 0.45081  0.16
H10 -0.40716 -3.05926 -1.41409  0.11
H11 -1.24168 1.60791 1.33192  0.03
H12 0.18879 -2.55492 0.70825  0.20
H13 -2.70439 4.30032 4.48650  -0.01
H14 0.60342 -0.12368 0.82331  0.12
H15 -0.45635 -0.55982 -0.62151  0.10

* HOMO level: -0.4844 Eh
* gap between HOMO and LUMO: 7.96 eV
* M: 111.16 g mol⁻¹
* total charge: +1

***

b) The following is a DFT calculation (wB97M-V/def2-TZVPD) of a 3-piece molecular cluster, C3H15N2O2 overall.

Each line ends with the Löwdin charge.
CARTESIAN COORDINATES (ANGSTROEM)
O1 1.02380 -2.19517 1.68573  -0.04
O2 0.30783 3.10272 0.53263  -0.05
N1 1.04235 -0.90868 -2.25466  0.01
N2 -1.06900 -0.51661 0.21468  0.00
C1 -1.86009 0.08465 1.32817  0.01
C2 -0.55581 0.34949 -0.93745  -0.10
C3 0.95689 0.05090 -1.15552  -0.25
H1 -0.52920 1.36957 -0.59989  0.08
H2 0.89555 -1.84754 -1.91303  0.07
H3 1.43278 -0.23016 -0.18830  0.10
H4 -0.22158 -0.82628 0.71708  0.10
H5 0.99659 -3.10188 2.00199  0.06
H6 1.92491 -1.95536 1.45390  0.05
H7 0.17936 3.68614 -0.21836  0.05
H8 -2.79263 -0.55738 1.46415  0.12
H9 -1.35316 -1.33452 -0.31365  0.17
H10 -1.26119 0.16518 2.24933  0.12
H11 1.51543 0.96628 -1.41424  0.13
H12 0.92079 3.42874 1.19181  0.05
H13 -2.35636 0.96954 0.89041  0.11
H14 1.85162 -0.83392 -2.84580  0.08
H15 -1.04891 0.13430 -1.88899  0.13

* HOMO level: -0.4818 Eh
* gap between HOMO and LUMO: 10.31 eV
* M: 111.16 g mol⁻¹
* total charge: +1

***

c) The following is a DFT calculation (wB97M-V/def2-TZVPD) of a 4-piece molecular cluster, C3H15N2O2 overall.

Each line ends with the Löwdin charge.
CARTESIAN COORDINATES (ANGSTROEM)
O1 1.32734 -1.14276 -0.92959  -0.15
O2 1.07560 -1.00936 1.56631  -0.05
N1 -1.68599 -1.10763 -0.70701  0.09
N2 0.16785 1.19310 -1.82526  0.17
C1 -1.94527 0.41087 -0.95987  -0.05
C2 -2.21369 -1.54557 0.60388  0.00
C3 -0.65544 1.25147 -0.64195  -0.17
H1 -0.69228 -1.21519 -0.79405  0.06
H2 1.93423 -1.81147 -1.29110  0.05
H3 -0.10198 0.95166 0.25656  0.12
H4 0.77982 0.38293 -2.03123  0.08
H5 1.59218 -1.51996 2.09928  -0.02
H6 -0.95056 2.38906 -0.25539  0.21
H7 -2.28161 0.55627 -1.95481  0.12
H8 -2.59777 -2.45543 0.46020  0.06
H9 0.59882 2.04231 -2.31222  0.17
H10 1.20416 -1.29062 0.53885  0.00
H11 5.55577 3.13662 3.04895  0.00
H12 6.08775 2.58926 3.08144  0.00
H13 -1.47746 -1.53095 1.38916  0.10
H14 -2.65023 0.56282 -0.19389  0.08
H15 -3.07124 -0.83743 0.85173  0.12

* HOMO level: -0.5211 Eh
* gap between HOMO and LUMO: 4.59 eV
* M: 111.16 g mol⁻¹
* total charge: +1

***

Stability summary - winner: b); margin: 0.1165 hartree.

***

a) The following is a DFT calculation (wB97M-V/def2-TZVPD) of a 2-piece molecular cluster, C2H6 overall.

Each line ends with the Löwdin charge.
CARTESIAN COORDINATES (ANGSTROEM)
C1 -0.43485 0.29609 0.49139  -0.12
C2 0.67822 -0.37691 -0.21647  -0.23
H1 -1.74773 0.79957 -1.02309  0.12
H2 1.34803 -0.84070 0.51475  0.07
H3 -1.13556 -0.32027 1.02712  0.01
H4 1.25907 0.32546 -0.80889  0.06
H5 0.31268 -1.16948 -0.86650  0.06
H6 -0.27985 1.28623 0.88168  0.02

* HOMO level (spin up / spin down): -0.3390 / -0.3265 Eh
* gap between HOMO and LUMO (spin up / spin down): 9.47 / 9.01 eV
* M: 30.07 g mol⁻¹

***

b) The following is a DFT calculation (wB97M-V/def2-TZVPD) of one molecule with the formula C2H6.

Each line ends with the Löwdin charge.
CARTESIAN COORDINATES (ANGSTROEM)
C1 0.48864 0.58208 0.04365  -0.19
C2 -0.45211 -0.55543 -0.10864  -0.20
H1 0.25812 1.27846 -0.67522  0.03
H2 -0.80353 -0.80708 0.89958  0.05
H3 -1.42653 -0.23818 -0.59526  0.08
H4 0.46832 1.04759 1.01978  0.06
H5 1.55906 0.28740 -0.12292  0.08
H6 -0.09197 -1.59485 -0.46098  0.09

* HOMO level: -0.4202 Eh
* SMILES string: CC
* gap between HOMO and LUMO: 12.78 eV
* M: 30.07 g mol⁻¹

***

Stability summary - winner: b); margin: 0.1164 hartree.

***

a) The following is a DFT calculation (wB97M-V/def2-TZVPD) of one molecule with the formula C3H2Cl2O.

Each line ends with the Löwdin charge.
CARTESIAN COORDINATES (ANGSTROEM)
Cl1 -2.33629 0.80832 -0.43467  0.76
Cl2 -2.13518 -1.98801 -0.54088  0.55
O1 -0.06041 0.30869 0.09538  -0.26
C1 -1.30367 -0.39669 -0.79798  -1.06
C2 2.31800 0.50960 1.06267  0.06
C3 1.23497 0.28144 0.60062  -0.22
H1 -0.70690 -0.36484 -1.83267  0.13
H2 2.98949 0.84149 1.84754  0.03

* HOMO level: -0.3503 Eh
* SMILES string: C#COC(Cl)Cl
* gap between HOMO and LUMO: 9.36 eV
* M: 124.95 g mol⁻¹

***

b) The following is a DFT calculation (wB97M-V/def2-TZVPD) of one molecule with the formula C3H2Cl2O.

Each line ends with the Löwdin charge.
CARTESIAN COORDINATES (ANGSTROEM)
Cl1 1.50238 -1.08760 -0.88656  0.63
Cl2 -1.55349 -1.70354 0.71291  0.46
O1 2.15554 1.44930 1.06095  0.21
C1 -1.00636 -0.15690 -0.19338  -0.58
C2 0.42941 0.11951 -0.05650  -0.67
C3 1.31475 0.88664 0.52125  -0.28
H1 -1.59303 0.74909 0.20071  0.10
H2 -1.24921 -0.25651 -1.35938  0.12

* HOMO level: -0.3452 Eh
* SMILES string: O=C=C(Cl)CCl
* gap between HOMO and LUMO: 9.12 eV
* M: 124.95 g mol⁻¹

***

Stability summary - winner: b); margin: 0.1390 hartree.

***

a) The following is a DFT calculation (wB97M-V/def2-TZVPD) of C3H2Cl2O as an isolated structure.

Each line ends with the Löwdin charge.
CARTESIAN COORDINATES (ANGSTROEM)
Cl1 1.42423 1.35121 1.89625  0.80
Cl2 -1.15471 -1.65181 0.66018  0.64
O1 -0.38221 1.90674 -0.03304  0.10
C1 0.54329 1.31092 0.46387  -0.94
C2 0.41624 0.38457 -0.52251  -0.04
C3 -0.25868 -0.88194 -0.50311  -0.76
H1 -1.12151 -0.79330 -1.27391  0.11
H2 0.53334 -1.62639 -0.68774  0.09

* HOMO level: -0.3385 Eh
* gap between HOMO and LUMO: 9.65 eV
* M: 124.95 g mol⁻¹

***

b) The following is a DFT calculation (wB97M-V/def2-TZVPD) of a 2-piece molecular cluster, C3H2Cl2O overall.

Each line ends with the Löwdin charge.
CARTESIAN COORDINATES (ANGSTROEM)
Cl1 1.05074 -0.96222 1.85552  0.72
Cl2 -3.10767 -1.04575 0.27623  0.70
O1 0.50210 -0.07325 -1.16339  -0.02
C1 1.01871 0.99613 -1.04741  -0.14
C2 -0.41819 -0.95133 1.13904  -0.71
C3 -1.60015 -1.02248 0.90750  -0.69
H1 1.18409 1.68096 -1.89411  0.08
H2 1.37038 1.37794 -0.07337  0.07

* HOMO level: -0.3429 Eh
* SMILES string: ClC#CCl.C=O
* gap between HOMO and LUMO: 10.07 eV
* M: 124.95 g mol⁻¹

***

Stability summary - winner: b); margin: 0.0413 hartree.